Formula: C20H51Cl2NO14S
Source: the Open Molecules 2025 dataset
Level of theory: the ωB97M-V functional and the def2-TZVPD basis

XYZ file:
```
89
Properties=species:S:1:pos:R:3:forces:R:3:mulliken_charge:R:1
C 4.3571 2.7012 1.2714 -0.767 -0.499 -0.998 -1.26
C 2.8568 3.2415 1.1020 1.985 -0.133 0.707 0.92
Cl 2.3017 2.5533 -0.5139 -0.080 0.944 0.768 -0.19
C 2.9333 4.8201 1.0804 -0.805 -1.096 -0.225 -0.36
Cl 3.9578 5.2906 2.5322 -0.642 0.044 -0.848 -0.15
C 1.5573 5.5485 1.2953 1.052 1.951 0.203 -0.53
O 1.9123 6.9854 1.2120 -1.580 0.467 -1.237 -0.40
S 0.9080 7.8411 0.2426 -1.020 3.950 -0.509 1.22
O 1.6561 8.5015 -0.8084 -0.021 -2.635 0.459 -0.59
O 0.0897 8.8483 0.8867 0.589 -2.112 0.787 -0.60
O -0.1787 6.6543 -0.2301 2.426 0.220 2.072 -0.40
C 0.4334 5.4212 0.2057 0.652 -3.415 -0.770 0.09
C -0.5028 4.2634 0.6670 -2.200 -1.409 0.252 0.51
C -1.0277 4.1442 2.0441 0.347 -1.114 -2.769 -0.35
C -1.8543 2.9894 2.3412 0.574 1.310 0.538 -0.43
N -2.2285 2.0022 1.4869 1.609 1.764 -0.563 -0.48
C -1.7441 2.1407 0.2272 0.670 0.513 -1.120 -0.46
C -0.9066 3.2130 -0.2826 -0.359 0.909 2.791 -0.31
H 4.6079 2.4587 2.3290 -0.128 0.548 -0.832 0.34
H 4.4374 1.7588 0.6673 -0.068 0.762 0.718 0.38
H 5.0411 3.4416 0.7898 -0.299 -0.651 0.697 0.36
H 2.2570 2.8406 1.9581 0.051 0.416 -1.125 -0.25
H 3.4531 5.1280 0.1350 -0.506 0.026 0.976 0.54
H 1.3145 5.4189 2.3768 -0.423 -0.237 -1.051 0.48
H 0.9571 5.0458 -0.7117 -0.388 0.092 0.730 0.35
H -0.7343 4.9363 2.7654 -0.609 -0.926 -0.300 0.45
H -2.2273 2.9049 3.3963 0.243 -0.022 -1.118 0.45
H -2.0128 1.3324 -0.5010 0.156 0.781 0.853 0.34
H -0.5646 3.2722 -1.3358 -0.368 -0.281 0.905 0.42
C 1.3338 -1.4880 -1.6334 0.156 0.243 -0.152 -0.35
O 2.2018 -0.6114 -0.9243 0.034 -0.038 0.049 -0.42
H 1.3451 -2.4619 -1.1457 0.037 0.101 0.074 0.26
H 0.3152 -1.0894 -1.6211 -0.088 -0.182 -0.089 0.16
H 1.6800 -1.5954 -2.6638 -0.205 -0.117 -0.047 0.10
H 2.1749 0.2414 -1.3737 0.086 -0.203 0.156 0.26
C -2.3305 -1.4483 3.0586 -0.038 0.342 -0.199 -0.35
O -1.4708 -0.5814 3.7890 0.256 0.171 0.155 -0.51
H -2.3458 -2.4212 3.5460 0.039 0.114 0.067 0.09
H -3.3404 -1.0364 3.0442 -0.057 -0.243 -0.081 0.21
H -1.9567 -1.5609 2.0370 -0.122 -0.134 -0.042 0.25
H -1.4776 0.2705 3.3347 -0.099 -0.172 -0.025 0.22
C 3.7362 -0.7530 -5.1464 -0.335 -0.027 -0.149 -0.49
O 2.3193 -0.6957 -4.9893 -0.223 -0.013 -0.048 -0.49
H 4.1947 -0.8449 -4.1684 -0.195 0.030 -0.056 0.27
H 4.0043 -1.6206 -5.7532 0.243 0.082 0.016 0.26
H 4.0896 0.1629 -5.6265 0.213 -0.071 0.026 0.24
H 1.9378 -0.6141 -5.8702 0.026 0.019 0.141 0.24
C -4.8848 -3.8165 5.1576 -0.283 0.309 -0.140 -0.63
O -5.0760 -2.5423 4.5569 -0.009 0.040 0.021 -0.50
H -3.8763 -4.1636 4.9358 -0.027 0.105 -0.029 0.30
H -5.0088 -3.7339 6.2402 0.068 -0.177 0.021 0.25
H -5.6094 -4.5258 4.7507 0.151 -0.232 0.148 0.30
H -5.9748 -2.2580 4.7680 0.092 0.032 -0.100 0.27
C 7.1991 0.4396 -4.3691 0.045 -0.163 0.273 -0.55
O 6.3885 -0.6711 -4.0035 0.255 -0.028 0.083 -0.45
H 6.8505 0.8246 -5.3260 -0.046 -0.090 0.051 0.23
H 7.1174 1.2250 -3.6133 0.108 0.128 -0.120 0.25
H 8.2411 0.1249 -4.4654 0.049 0.188 -0.081 0.27
H 6.7137 -0.9950 -3.1560 -0.098 -0.025 -0.122 0.27
C 2.7822 -3.1788 -7.9284 -0.347 0.074 0.052 -0.60
O 2.5607 -1.9049 -8.5242 0.058 0.224 0.044 -0.50
H 3.7883 -3.5140 -8.1751 -0.032 0.139 -0.040 0.24
H 2.6834 -3.0977 -6.8429 0.056 -0.248 0.023 0.25
H 2.0554 -3.8966 -8.3173 0.091 -0.155 0.110 0.29
H 1.6659 -1.6344 -8.2906 0.091 -0.053 -0.152 0.28
C 1.4358 -3.3709 -11.3463 -0.353 0.105 -0.166 -0.48
O 0.2896 -4.0551 -10.8504 -0.036 -0.076 0.106 -0.51
H 2.3244 -3.7933 -10.8815 -0.109 -0.005 0.032 0.16
H 1.5012 -3.4957 -12.4304 0.183 0.077 -0.002 0.31
H 1.3669 -2.3103 -11.0957 0.266 0.018 -0.071 0.23
H -0.4824 -3.6649 -11.2741 0.069 -0.113 0.095 0.29
C 1.6312 0.9528 4.2896 -0.233 -0.063 0.033 -0.64
O 1.4079 2.2302 3.6910 -0.054 0.142 0.067 -0.50
H 2.6403 0.6254 4.0440 -0.031 0.132 -0.039 0.27
H 1.5308 1.0292 5.3745 0.066 -0.144 0.002 0.30
H 0.9129 0.2285 3.9013 0.098 -0.123 0.126 0.28
H 0.5118 2.5011 3.9200 0.113 0.000 -0.100 0.21
C -8.4069 -3.6700 5.9815 -0.233 0.312 -0.052 -0.19
O -8.5919 -2.3921 5.3777 0.038 0.075 -0.017 -0.50
H -7.4020 -4.0180 5.7607 -0.206 0.063 0.009 -0.12
H -8.5316 -3.5874 7.0649 0.067 -0.216 0.034 0.27
H -9.1316 -4.3793 5.5740 0.121 -0.178 0.099 0.27
H -9.4868 -2.1021 5.5843 0.157 0.074 -0.096 0.28
C -6.1237 -6.0355 7.7531 -0.300 -0.222 0.070 -0.54
O -6.9442 -6.2147 6.6059 -0.014 -0.099 -0.067 -0.47
H -5.2388 -5.4716 7.4674 -0.076 -0.066 -0.050 0.19
H -6.6757 -5.4806 8.5166 0.198 0.017 0.140 0.26
H -5.8214 -7.0098 8.1448 0.138 0.110 0.159 0.31
H -7.7182 -6.7150 6.8872 0.089 0.044 -0.142 0.28
```
Forces are in eV/Å.

HOMO-LUMO gap = 9.66 eV
E_LUMO = -0.29 eV
energy = -3219.04758 Eh



Formula: C20H52AgBrN4O6
Source: the Open Molecules 2025 dataset
Level of theory: the ωB97M-V functional and the def2-TZVPD basis

XYZ file:
```
84
Properties=species:S:1:pos:R:3:forces:R:3:mulliken_charge:R:1
Ag -1.0851 -3.2076 1.8333 0.061 1.131 0.244 0.27
Br -0.0258 -0.9014 0.5789 0.054 -0.479 -0.074 -0.58
C -3.0430 -0.2798 -2.2989 -0.994 -0.341 0.252 -1.23
C -1.8929 -0.6269 -3.2318 1.860 2.726 0.605 0.50
C -0.9297 0.6600 -3.4633 -1.623 -2.208 0.203 -0.60
O 0.0337 0.2237 -4.3690 -0.462 -1.709 0.356 -0.21
C 0.6154 1.2041 -5.1450 0.665 0.253 0.838 -0.82
N -1.1137 -1.7171 -2.5948 -1.243 0.355 -0.142 -0.33
H -2.8425 -0.5746 -1.2688 0.186 0.086 0.087 0.10
H -3.8973 -0.8722 -2.6263 -0.228 -0.053 0.174 0.40
H -3.4036 0.7479 -2.2534 0.368 0.198 -0.366 0.40
H -2.3199 -0.8630 -4.2065 0.534 -0.454 -0.002 0.38
H -0.4885 1.0131 -2.5312 0.131 -0.041 0.361 0.07
H -1.5912 1.4551 -3.8073 0.144 0.229 -0.497 0.62
H -0.1794 1.6327 -5.7555 0.568 0.626 -0.335 0.40
H 1.4635 0.7639 -5.6695 -0.437 -0.119 -0.526 0.11
H 1.0872 1.8447 -4.3999 -0.070 1.284 -0.472 0.31
H -0.9834 -1.4487 -1.6299 1.269 0.986 0.426 -0.18
H -1.8635 -2.3351 -2.3191 -0.118 -1.639 -0.851 0.40
C 4.2686 -0.6181 -1.8692 1.080 1.155 2.461 -1.60
C 3.1919 -0.5941 -2.9142 1.313 -0.892 -1.665 0.93
C 3.6682 -1.5496 -4.0133 -1.034 -1.027 0.396 -1.27
O 2.6613 -1.6346 -4.9657 -0.208 0.741 -0.929 -0.24
C 3.2029 -2.1134 -6.1733 -0.377 -0.083 -0.704 -0.88
N 1.9806 -1.0560 -2.2803 0.948 0.970 1.241 0.06
H 4.5175 -1.5483 -1.3583 -0.625 -0.406 -0.308 0.47
H 3.9980 0.0926 -1.0883 -0.296 -0.114 0.406 0.31
H 5.2598 -0.2208 -2.0874 -0.125 0.033 -1.202 0.43
H 3.0956 0.4165 -3.3113 -0.412 -0.151 -0.031 0.22
H 3.7411 -2.5734 -3.6463 0.276 -0.180 0.903 0.36
H 4.6729 -1.3647 -4.3935 -0.070 0.847 -0.172 0.55
H 2.4162 -2.3537 -6.8884 -0.260 -0.140 0.385 0.26
H 3.7889 -3.0103 -5.9729 0.221 -0.062 -0.248 0.37
H 3.7777 -1.3359 -6.6764 0.492 -0.001 0.161 0.34
H 2.2005 -1.6953 -1.5300 -0.263 -1.643 -0.269 0.42
H 1.5964 -0.3343 -1.6873 -1.400 0.808 -0.428 -0.10
C -6.6491 -1.9656 3.9818 -0.110 -0.638 0.046 -0.79
O -5.3237 -2.0311 3.4432 -1.486 -0.625 0.437 -0.38
C -5.1432 -1.1013 2.4377 1.929 0.863 -0.881 -0.71
C -3.7018 -1.3070 1.9005 -0.945 -1.198 -0.851 -0.57
N -2.8101 -1.8464 2.9338 0.329 0.167 -1.881 0.13
C -2.0587 -0.8286 3.6217 0.418 -0.972 1.172 -0.69
C -1.1077 -1.5548 4.6665 0.337 2.160 -0.494 -0.72
O -0.0049 -2.1188 3.9652 0.689 0.135 -0.780 -0.11
C 1.1030 -2.6743 4.7204 -1.514 -0.888 0.238 -0.81
H -6.8899 -0.9990 4.4242 0.259 0.188 -0.065 0.33
H -6.7629 -2.7340 4.7465 0.305 0.072 0.000 0.27
H -7.3864 -2.1945 3.2123 -0.003 0.111 -0.185 0.31
H -5.2903 -0.1077 2.8609 -0.107 0.299 -0.211 0.38
H -5.6799 -1.2230 1.4968 -1.124 -0.127 0.396 0.39
H -3.4500 -0.4967 1.2162 0.851 0.510 0.845 0.29
H -3.7411 -2.1267 1.1832 -0.555 -0.209 -0.168 0.34
H -3.5210 -2.3281 3.4655 0.510 -0.256 1.101 0.22
H -2.7218 -0.0785 4.0526 -0.067 -0.117 0.822 0.36
H -1.5456 -0.2522 2.8519 0.719 -0.335 0.231 0.30
H -1.5882 -2.2731 5.3308 -0.397 -0.312 -0.332 0.58
H -0.7630 -0.7538 5.3204 0.319 0.061 0.195 0.42
H 1.6190 -3.4070 4.0999 -0.281 0.057 -0.258 0.28
H 0.5726 -3.2112 5.5068 0.675 -0.244 0.514 0.36
H 1.8935 -2.0445 5.1284 -0.604 0.843 -0.114 0.22
C 3.5010 -0.0546 3.6741 -0.529 -1.234 -0.590 -0.72
O 2.7293 0.8731 4.3863 0.903 0.161 0.496 -0.39
C 1.7045 1.6067 3.7378 1.746 -0.732 -2.830 0.21
C 2.0834 1.9463 2.2099 -0.204 2.078 0.970 -0.46
N 0.9144 2.6108 1.5961 0.055 0.367 0.142 -0.32
C 1.1778 3.4159 0.3713 -0.720 -1.377 -0.140 -0.20
C -0.1608 3.9328 -0.2170 0.272 -0.008 0.433 -0.63
O -0.1487 4.1883 -1.5873 0.635 1.360 -1.744 -0.27
C 0.4155 5.4674 -1.9770 -0.035 -0.599 0.091 -0.81
H 4.3082 0.2386 3.0029 0.211 1.220 0.275 0.34
H 2.8913 -0.6369 2.9833 -0.517 -0.355 0.088 0.19
H 3.9589 -0.7597 4.3677 -0.143 0.172 0.279 0.33
H 1.6830 2.5506 4.2824 -0.805 -0.221 -0.149 0.34
H 0.8117 0.9861 3.6619 -0.453 0.317 0.506 -0.27
H 2.5485 1.2049 1.5601 -0.455 -0.850 0.279 0.04
H 2.8706 2.6991 2.2507 0.130 0.256 0.230 0.45
H 0.3716 1.8568 1.1999 -0.561 -0.255 0.386 0.13
H 1.5044 2.6249 -0.3038 0.706 0.500 -0.998 0.01
H 1.9136 4.2148 0.4629 0.033 -0.195 0.338 0.44
H -0.4676 4.8363 0.3099 -0.263 -0.050 0.326 0.41
H -0.9297 3.1612 -0.1790 0.017 -0.098 0.782 0.21
H 0.2576 5.7130 -3.0271 -0.253 -0.817 -0.165 0.27
H 1.4966 5.4456 -1.8397 0.050 0.257 0.304 0.32
H -0.0628 6.3108 -1.4789 0.109 -0.131 0.636 0.33
```
Forces are in eV/Å.

HOMO-LUMO gap (spin up / spin down) = 7.56 / 3.77 eV
E_LUMO (spin up / spin down) = -3.18 / -6.97 eV
net charge = +1
spin multiplicity = 2
energy = -4184.13830 Eh
expectation value of S² = 0.76